[1]
ORCA calculation (ωB97M-V with the def2-TZVPD basis set) on a 2-piece molecular cluster, C4H12 overall at a distorted geometry.

The geometry in XYZ format:
```
16
Properties=species:S:1:pos:R:3:forces:R:3:nbo_charge:R:1
C 2.804608 -0.213881 -0.043249 0.0 -1.0 0.2 -0.85
C 2.639384 -1.276607 -1.167706 -0.3 1.8 -0.3 -0.77
H 2.414251 0.789203 -0.203901 0.0 0.0 -0.6 0.20
H 2.257462 -0.559015 0.838098 0.2 0.1 0.2 0.19
H 3.876735 -0.148301 0.159658 -0.1 0.2 0.4 0.17
H 3.529551 -1.196051 -1.795206 0.1 -0.6 0.0 0.18
H 1.819452 -0.987860 -1.834388 -0.2 -0.2 0.2 0.20
H 2.436142 -2.267416 -0.778354 0.3 -0.2 0.0 0.20
C -2.614420 0.780581 -0.196668 -0.5 -0.2 1.5 -0.84
C -2.738846 0.670157 1.347798 -1.2 0.1 -0.2 -0.79
H -1.788536 1.449490 -0.419761 0.2 -0.4 -0.5 0.20
H -2.561993 -0.226240 -0.606446 0.4 0.1 -0.4 0.20
H -3.548767 1.220766 -0.547646 0.0 0.2 -0.3 0.17
H -2.238169 -0.157968 1.844072 0.6 0.1 -0.2 0.19
H -3.798174 0.496835 1.598960 0.1 0.1 0.0 0.17
H -2.488681 1.626306 1.804735 0.2 -0.1 0.2 0.19
```
Positions in Å, forces in eV/Å.

Values from the calculation:
⟨S²⟩: 0.750
2S+1: 2
Net charge: -1

[2]
ORCA calculation (ωB97M-V with the def2-TZVPD basis set) on C22H28BaN6Se as an isolated structure at a distorted geometry.

The geometry in XYZ format:
```
58
Properties=species:S:1:pos:R:3:forces:R:3:mulliken_charge:R:1
Ba 0.924521 -1.096536 -1.865825 3.6 0.9 -0.2 1.24
C -0.537813 -1.094230 4.137895 -0.7 -1.3 0.0 -1.27
C 0.696698 -1.823466 3.730427 1.5 0.3 -0.5 0.45
C 1.371031 -2.658588 4.660579 -0.4 0.3 -1.8 -0.79
C 2.434997 -3.423713 4.219009 0.4 0.2 0.4 -0.68
C 2.902727 -3.360737 2.904869 -0.6 -0.2 0.4 -0.83
C 2.285905 -2.564790 1.970438 -0.9 0.4 0.3 1.13
C 2.546517 -2.730219 0.497513 0.8 0.3 0.1 -0.52
C 1.264631 -1.679096 2.432676 0.9 0.1 -0.3 0.02
N 0.801162 -0.706860 1.515588 -1.8 -0.1 -0.6 0.18
C 1.397388 0.310800 0.981508 0.8 -0.8 1.1 -0.45
C 2.795546 0.705421 1.232537 -0.2 1.5 0.6 -0.61
C 0.493700 1.236043 0.166935 -2.1 -0.6 -2.1 1.29
C -0.717245 1.715638 0.925360 0.3 1.5 0.1 -1.41
N 0.473012 1.315583 -1.145591 2.5 -0.8 2.0 -0.25
C 0.167382 2.360907 -2.012669 -2.6 0.7 -0.1 -0.41
C -1.090372 2.449084 -2.695747 0.6 0.6 0.0 1.13
C -2.047191 1.280569 -2.851514 0.3 0.3 -0.5 -0.79
C -1.419121 3.687788 -3.283324 1.3 -0.4 0.7 -1.04
C -0.548939 4.767345 -3.120292 -0.4 0.6 0.2 -0.55
C 0.681247 4.667766 -2.484072 -0.9 -1.0 -0.9 -1.03
C 1.097882 3.401986 -2.073152 0.1 0.4 0.6 0.98
C 2.469865 3.229085 -1.555776 0.8 0.6 0.1 -1.08
H -0.889667 -1.577475 5.062312 -0.1 0.4 -0.2 0.43
H -1.307245 -1.236934 3.364958 0.1 0.1 0.2 0.24
H -0.455870 -0.047729 4.291979 0.3 1.0 0.2 0.23
H 1.029880 -2.690882 5.680429 -0.1 -0.2 0.2 0.41
H 2.905653 -4.080585 4.931468 0.3 -0.1 0.1 0.36
H 3.730171 -3.958047 2.583010 0.3 -0.5 0.0 0.47
H 3.173828 -3.602909 0.303524 0.0 0.0 0.2 0.43
H 3.095712 -1.872019 0.035458 -0.4 -0.2 0.0 0.01
H 1.601211 -2.959161 -0.011682 -0.1 0.1 0.1 -0.20
H 3.305449 0.055622 1.934406 -0.2 -0.2 0.3 0.46
H 2.858556 1.762127 1.595278 -0.1 -0.6 -0.3 0.35
H 3.446598 0.689762 0.265697 -0.5 -0.2 0.0 -0.40
H -1.494695 0.941492 0.924322 0.3 0.0 -0.2 0.20
H -1.104517 2.653701 0.464323 0.1 -0.7 0.3 0.42
H -0.450751 1.879342 1.959962 -0.1 0.2 0.3 0.42
H -2.306766 0.797826 -1.918466 0.0 -0.2 0.4 0.13
H -1.653573 0.521704 -3.556934 -0.1 0.2 0.4 0.16
H -2.972065 1.640133 -3.309163 0.0 -0.1 0.1 0.34
H -2.342533 3.831762 -3.811382 -0.3 -0.1 -0.1 0.39
H -0.854607 5.756567 -3.430982 -0.2 0.0 -0.3 0.35
H 1.289322 5.553611 -2.354970 0.2 -0.2 -0.1 0.42
H 3.009613 4.145271 -1.834908 0.2 -0.3 0.2 0.44
H 3.017187 2.342894 -1.923781 -0.3 0.1 0.0 0.05
H 2.486527 3.143720 -0.472197 0.1 0.0 0.2 0.18
Se 4.088054 0.083606 -1.504887 -0.7 -1.0 -1.1 -1.07
N -5.718679 -2.331501 -2.130286 -0.2 -0.1 0.8 -0.39
C -4.439718 -2.273681 -1.694643 -0.8 -0.6 0.0 0.65
N -4.099635 -2.417148 -0.387271 -0.8 0.1 -0.9 -0.35
N -3.545656 -2.119236 -2.647557 -2.2 0.4 -1.2 -0.69
C -2.349025 -2.155354 -2.305467 5.7 -0.6 2.4 0.85
N -1.241402 -2.255251 -1.860777 -4.3 -0.5 -1.4 -0.82
H -6.454747 -2.648442 -1.506491 0.3 0.2 -0.4 0.22
H -5.896147 -2.320857 -3.136364 0.3 0.0 0.7 0.26
H -4.784136 -2.681253 0.306956 0.2 0.1 -0.1 0.22
H -3.119852 -2.560457 -0.193263 0.0 0.0 0.2 0.14
```
Positions in Å, forces in eV/Å.

[3]
ORCA calculation (ωB97M-V with the def2-TZVPD basis set) on one molecule with the formula C11H20O5 at a distorted geometry.

The geometry in XYZ format:
```
36
Properties=species:S:1:pos:R:3:forces:R:3:nbo_charge:R:1
C -0.875039 4.864954 -0.371264 0.2 -0.2 0.0 -0.41
C -0.973287 3.588113 -0.768837 0.0 0.1 -0.1 -0.19
C -0.992188 3.148355 -2.216347 1.5 0.2 -0.1 -0.12
O -1.579087 1.854392 -2.360752 0.2 -0.3 0.6 -0.50
C -2.784042 1.689863 -1.783138 -0.3 0.0 -0.2 0.79
O -3.629352 2.539579 -1.734599 0.1 0.2 0.1 -0.57
C -3.019389 0.293162 -1.243357 0.4 0.1 0.0 -0.17
O -1.827772 -0.229618 -0.719303 0.0 -0.1 -0.2 -0.52
C -1.963384 -1.587494 -0.345554 -0.2 -0.2 0.1 -0.08
C -0.631493 -2.086375 0.159533 0.4 0.6 -0.3 -0.09
O -0.537378 -1.871907 1.556572 -0.3 -0.3 0.0 -0.53
C 0.317238 -2.751259 2.244217 0.1 0.1 0.3 -0.07
C 1.735490 -2.229900 2.368330 0.3 -0.4 0.0 -0.08
O 2.203801 -1.842092 1.097762 -0.1 0.2 0.1 -0.55
C 3.563778 -1.463405 1.097264 0.4 0.0 -0.4 -0.05
C 3.802329 -0.564491 -0.101510 -0.6 -0.1 0.1 -0.62
H -0.133320 5.539087 -0.789912 -1.0 0.5 -1.0 0.19
H -1.560213 5.247601 0.376788 1.1 -0.3 1.1 0.21
H -1.050133 2.797803 -0.023460 -1.4 0.0 -0.1 0.21
H 0.020726 3.050734 -2.617635 -0.1 -0.2 -0.1 0.20
H -1.505786 3.897616 -2.812112 -0.2 -0.1 0.0 0.20
H -3.774998 0.382840 -0.458572 -0.2 0.0 -0.1 0.20
H -3.402683 -0.322186 -2.069250 -0.1 -0.1 0.1 0.19
H -2.720674 -1.693475 0.441534 0.0 0.0 0.0 0.18
H -2.309693 -2.180874 -1.202070 0.1 0.0 -0.1 0.17
H -0.449145 -3.130268 -0.112025 -0.2 -0.1 0.2 0.17
H 0.144212 -1.497669 -0.339458 0.0 -0.1 -0.1 0.20
H -0.089539 -2.855937 3.253311 0.0 0.0 0.0 0.19
H 0.327189 -3.754260 1.802891 -0.1 0.1 -0.2 0.16
H 2.371975 -3.040580 2.755553 -0.1 0.0 0.1 0.16
H 1.794941 -1.409237 3.093506 -0.1 0.2 -0.2 0.17
H 4.201533 -2.351933 0.995104 -0.1 -0.1 0.2 0.16
H 3.839836 -0.965014 2.033090 -0.1 0.1 0.0 0.16
H 3.431680 -1.084521 -0.985577 0.2 0.0 -0.1 0.21
H 3.198156 0.337718 -0.004967 0.2 0.1 0.0 0.21
H 4.855712 -0.319321 -0.215755 0.0 0.0 0.0 0.21
```
Positions in Å, forces in eV/Å.

Values from the calculation:
SMILES: C=CCOC(=O)COCCOCCOCC

[4]
ORCA calculation (ωB97M-V with the def2-TZVPD basis set) on C17H13N6O2STc as an isolated structure at a distorted geometry.

The geometry in XYZ format:
```
40
Properties=species:S:1:pos:R:3:forces:R:3:nbo_charge:R:1
Tc 6.103482 8.334490 12.519444 -3.2 0.3 1.3 1.21
C 5.665637 5.901976 11.724573 -0.2 -0.4 0.3 -0.32
C 6.954514 5.419825 12.032362 -0.2 0.1 -0.1 -0.22
C 7.195068 4.819601 13.267815 -0.2 0.2 0.3 -0.15
C 6.170819 4.706689 14.209349 0.2 0.1 -0.3 -0.19
C 4.890882 5.185880 13.920655 0.0 0.0 0.3 -0.20
C 4.630154 5.779310 12.696939 0.3 0.1 -0.5 -0.20
H 5.412159 6.154654 10.688640 0.1 0.1 0.5 0.26
H 7.744866 5.463851 11.281298 -0.2 0.0 0.2 0.24
H 8.186667 4.450756 13.508384 -0.1 0.0 -0.1 0.22
H 6.370604 4.237796 15.172951 -0.1 0.1 -0.3 0.23
H 4.096930 5.083757 14.663741 0.2 0.1 -0.3 0.24
H 3.621339 6.121036 12.457772 0.3 -0.1 0.0 0.24
N 3.516170 11.698023 11.308406 0.4 -0.5 0.4 -0.71
C 4.187472 10.731606 11.949391 -0.7 -0.3 -0.6 0.26
S 3.800506 9.078147 11.668526 0.7 -0.3 0.5 -0.04
N 5.054168 11.113123 12.891165 0.7 -0.1 0.9 -0.27
N 5.754122 10.118771 13.491884 0.6 1.3 0.3 -0.27
C 6.263039 10.508932 14.687770 -0.6 -0.3 -0.9 0.21
C 6.888732 9.639685 15.600744 0.2 0.1 0.2 -0.24
C 7.337068 10.129496 16.852107 0.4 0.0 0.4 -0.10
C 7.969717 9.288435 17.750863 -0.4 0.4 -0.1 -0.24
C 8.154292 7.928739 17.431364 0.0 0.2 0.0 -0.09
C 7.704703 7.416283 16.220557 0.3 -0.1 0.9 -0.29
C 7.075416 8.263073 15.333572 -0.6 -0.1 -1.1 0.46
O 6.607976 7.743224 14.188161 0.9 -0.6 1.5 -0.66
H 2.944966 11.445665 10.509004 0.2 0.2 0.2 0.44
H 3.741351 12.669070 11.486970 0.0 -0.2 -0.1 0.43
H 6.109070 11.561939 14.957728 0.0 -0.4 -0.2 0.24
H 7.188413 11.181682 17.100887 0.0 -0.3 -0.1 0.23
H 8.283325 9.681385 18.718980 0.0 -0.2 -0.3 0.24
H 8.656990 7.291623 18.161099 -0.2 0.1 -0.3 0.24
H 7.815339 6.367887 15.975247 0.0 0.1 -0.1 0.24
O 6.488463 8.590507 10.771331 0.9 1.3 -3.6 -0.49
N 6.985588 8.379486 9.567864 0.0 -0.2 -0.2 0.06
C 6.470618 9.050162 8.566589 0.9 -1.0 1.4 -0.06
C 5.408776 9.955018 8.653092 -3.7 3.0 1.1 0.26
N 4.504170 10.690039 8.817112 2.6 -2.1 -0.8 -0.27
C 7.043710 8.840285 7.295012 1.8 -0.6 -4.0 0.22
N 7.485697 8.714976 6.210795 -1.3 0.3 3.2 -0.19
```
Positions in Å, forces in eV/Å.

Values from the calculation:
⟨S²⟩: 3.815
2S+1: 4
Net charge: +1

[5]
ORCA calculation (ωB97M-V with the def2-TZVPD basis set) on one molecule with the formula C4H11NO2 at a distorted geometry.

The geometry in XYZ format:
```
18
Properties=species:S:1:pos:R:3:forces:R:3:nbo_charge:R:1
C -0.163407 0.738477 -1.438074 -1.2 -0.5 -4.4 -0.09
O -1.520892 1.343304 -1.302721 0.6 -2.3 1.1 -0.73
C 0.671586 0.442665 -0.227535 1.1 -0.9 1.6 -0.12
C 0.255337 -0.573549 0.899209 -1.1 -1.0 -2.8 0.07
C -0.937154 -0.033982 1.569721 -4.0 1.5 1.9 -0.68
O 0.032059 -1.934698 0.288613 -0.6 1.3 0.1 -0.75
N 2.083329 -0.118032 -0.539072 -3.0 0.7 2.0 -0.84
H -0.307424 -0.211937 -2.035404 0.2 0.9 0.4 0.17
H 0.361330 1.513671 -2.210873 -0.8 -1.9 2.2 0.19
H -2.130661 0.574351 -1.064994 1.2 1.6 -0.4 0.47
H 0.419348 1.463638 0.219017 2.4 -0.9 0.5 0.22
H 1.037419 -0.882313 1.541187 1.2 1.1 0.8 0.21
H -0.855559 0.160877 2.680609 0.1 -0.9 -1.0 0.23
H -1.265242 1.033138 1.275263 0.7 -1.7 -0.2 0.23
H -1.903142 -0.662680 1.386288 1.7 0.9 0.4 0.22
H -0.442922 -2.428195 0.971638 0.1 0.0 -0.3 0.46
H 2.589298 0.563089 -0.969254 2.0 1.9 -1.8 0.35
H 2.076697 -0.987823 -1.043618 -0.5 0.0 -0.2 0.38
```
Positions in Å, forces in eV/Å.

Values from the calculation:
SMILES: C[C@@H](O)[C@@H](N)CO

[6]
ORCA calculation (ωB97M-V with the def2-TZVPD basis set) on a 2-piece molecular cluster, C2H2FI overall at a distorted geometry.

The geometry in XYZ format:
```
6
Properties=species:S:1:pos:R:3:forces:R:3:nbo_charge:R:1
C 0.249502 -0.737834 0.308474 -0.2 0.9 -0.7 -0.46
C -0.108604 0.473179 -0.008706 0.7 -1.2 -5.1 0.11
F 0.007001 0.612288 -1.850149 -0.3 -0.2 4.1 -0.52
I -0.930018 2.147237 0.585415 -0.3 0.9 0.4 0.38
H 0.237300 -0.973183 1.315041 -0.1 -0.4 2.1 0.23
H 0.544818 -1.521686 -0.350076 0.2 0.0 -0.7 0.26
```
Positions in Å, forces in eV/Å.

no.,electronic energy (Ha),M (g/mol)
1,-159.51691,60.14
2,-3610.47361,592.80
3,-807.20802,232.28
4,-1613.22023,463.40
5,-364.14599,105.14
6,-474.85534,171.94